C37H40BF48NO13S | ωB97M-V/def2-TZVPD

SMILES string	CCCCO[C@@]1(N)OS(=O)(=O)O[C@H]1B(O)OC.FC(F)C(F)(F)COC(F)(F)C(F)F.FC(F)C(F)(F)COC(F)(F)C(F)F.FC(F)C(F)(F)COC(F)(F)C(F)F.FC(F)C(F)(F)COC(F)(F)C(F)F.FC(F)C(F)(F)COC(F)(F)C(F)F.FC(F)C(F)(F)COC(F)(F)C(F)F
max |F|	6.4	eV/Å
calculated total energy	-209069.8901	eV

Last columns: bonded neighbours and bond lengths (Å).
Positions of all 141 atoms, in Å:
1 C -3.25601 -0.28465 6.53541  C2 1.644, H18 1.182, H19 1.193, H20 1.190
2 C -2.16533 -0.68158 5.37154  C1 1.644, C3 1.646, H21 1.170, H22 1.191
3 C -2.82783 -0.99432 3.89721  C2 1.646, C4 1.672, H23 1.184, H24 1.193
4 C -2.91286 0.35908 2.91829  C3 1.672, O5 1.471, H25 1.179, H26 1.189
5 O -1.63116 0.69213 2.27706  C4 1.471, C6 1.471
6 C -1.78162 1.70096 1.21692  O5 1.471, N7 1.536, O8 1.501, C13 1.640
7 N -2.75930 1.42646 0.06509  C6 1.536, H27 1.064, H28 1.064
8 O -2.41356 2.92808 1.80610  C6 1.501, S9 1.705
9 S -1.19861 4.05536 2.20535  O8 1.705, O10 1.550, O11 1.552, O12 1.715
10 O -1.47904 5.54002 1.85824  S9 1.550
11 O -0.67319 3.67956 3.61685  S9 1.552
12 O -0.06068 3.55967 1.02258  S9 1.715, C13 1.474
13 C -0.45392 2.26463 0.43750  C6 1.640, O12 1.474, B14 1.644, H29 1.192
14 B 0.93192 1.38004 0.40610  C13 1.644, O15 1.476, O16 1.501
15 O 1.39043 0.42006 1.42962  B14 1.476, H30 1.011
16 O 1.82216 1.58690 -0.78485  B14 1.501, C17 1.479
17 C 2.63794 2.80654 -0.60330  O16 1.479, H31 1.186, H32 1.184, H33 1.189
18 H -3.75547 0.76336 6.31393  C1 1.182
19 H -2.67466 -0.24852 7.57643  C1 1.193
20 H -4.09225 -1.12059 6.67310  C1 1.190
21 H -1.33356 0.14175 5.37131  C2 1.170
22 H -1.64119 -1.68920 5.72893  C2 1.191
23 H -2.26244 -1.89033 3.36874  C3 1.184
24 H -3.96846 -1.27382 4.10944  C3 1.193
25 H -3.33593 1.21037 3.61632  C4 1.179
26 H -3.78759 0.11497 2.15066  C4 1.189
27 H -2.74376 2.23651 -0.62527  N7 1.064
28 H -3.75876 1.45379 0.42946  N7 1.064
29 H -0.58429 2.54879 -0.71247  C13 1.192
30 H 0.71121 -0.32102 1.54057  O15 1.011
31 H 3.41214 2.85118 -1.50017  C17 1.186
32 H 1.97766 3.78840 -0.63927  C17 1.184
33 H 3.28729 2.79502 0.39208  C17 1.189
34 C 2.44786 2.54493 6.02273  C35 1.536, O41 1.431, H48 1.097, H49 1.097
35 C 1.55694 3.29988 7.02126  C34 1.536, C36 1.524, F39 1.361, F40 1.371
36 C 1.66217 4.81907 6.95891  C35 1.524, F37 1.351, F38 1.361, H50 1.094
37 F 2.91130 5.26376 7.21932  C36 1.351
38 F 0.85367 5.39362 7.89114  C36 1.361
39 F 1.80405 2.83530 8.27612  C35 1.361
40 F 0.25944 2.95109 6.74894  C35 1.371
41 O 3.69959 2.06744 6.52518  C34 1.431, C42 1.427
42 C 4.75782 3.02419 6.53805  O41 1.427, C43 1.534, F46 1.355, F47 1.361
43 C 5.22423 3.38078 7.95503  C42 1.534, F44 1.359, F45 1.359, H51 1.093
44 F 4.20379 3.85728 8.71511  C43 1.359
45 F 6.17222 4.35468 7.92803  C43 1.359
46 F 4.38609 4.10625 5.81264  C42 1.355
47 F 5.78324 2.45103 5.85026  C42 1.361
48 H 1.90319 1.63280 5.74945  C34 1.097
49 H 2.56624 3.08471 5.07515  C34 1.097
50 H 1.35610 5.19782 5.97938  C36 1.094
51 H 5.64145 2.50775 8.46317  C43 1.093
52 C -4.59729 1.83832 -5.08285  C53 1.536, O59 1.431, H66 1.097, H67 1.097
53 C -4.29797 1.55707 -3.60229  C52 1.536, C54 1.524, F57 1.361, F58 1.371
54 C -4.18266 0.08200 -3.23654  C53 1.524, F55 1.351, F56 1.361, H68 1.094
55 F -5.31912 -0.60492 -3.48656  C54 1.351
56 F -3.93733 -0.06345 -1.90557  C54 1.361
57 F -5.22631 2.18893 -2.83386  C53 1.361
58 F -3.10386 2.16335 -3.30928  C53 1.371
59 O -5.96835 2.07146 -5.41921  C52 1.431, C60 1.427
60 C -6.75534 0.89908 -5.62307  O59 1.427, C61 1.534, F64 1.355, F65 1.361
61 C -7.86196 0.73200 -4.57426  C60 1.534, F62 1.359, F63 1.359, H69 1.093
62 F -7.35810 0.69833 -3.31288  C61 1.359
63 F -8.53333 -0.43649 -4.75256  C61 1.359
64 F -5.93555 -0.17619 -5.70686  C60 1.355
65 F -7.31275 1.03757 -6.85723  C60 1.361
66 H -4.09711 2.78385 -5.32602  C52 1.097
67 H -4.13083 1.10454 -5.75162  C52 1.097
68 H -3.36129 -0.39745 -3.77699  C54 1.094
69 H -8.58061 1.55376 -4.62639  C61 1.093
70 C 0.85195 -6.73929 1.86210  C71 1.536, O77 1.431, H84 1.097, H85 1.097
71 C -0.46830 -7.32530 1.33835  C70 1.536, C72 1.524, F75 1.361, F76 1.371
72 C -1.34431 -6.34898 0.56227  C71 1.524, F73 1.351, F74 1.361, H86 1.094
73 F -1.71983 -5.28496 1.30574  C72 1.351
74 F -2.49494 -6.95437 0.15930  C72 1.361
75 F -1.14728 -7.88652 2.37545  C71 1.361
76 F -0.14632 -8.36456 0.50434  C71 1.371
77 O 0.85339 -6.29658 3.22272  C70 1.431, C78 1.427
78 C 0.34185 -4.98231 3.43818  O77 1.427, C79 1.534, F82 1.355, F83 1.361
79 C -0.95102 -4.97179 4.26333  C78 1.534, F80 1.359, F81 1.359, H87 1.093
80 F -1.92364 -5.72260 3.68335  C79 1.359
81 F -1.45083 -3.71254 4.37452  C79 1.359
82 F 0.21576 -4.35440 2.24440  C78 1.355
83 F 1.31755 -4.31088 4.10918  C78 1.361
84 H 1.58237 -7.55754 1.84566  C70 1.097
85 H 1.27347 -5.98539 1.18591  C70 1.097
86 H -0.83345 -5.98364 -0.33336  C72 1.094
87 H -0.77917 -5.36435 5.26873  C79 1.093
88 C -3.01446 -0.97400 -10.99147  C89 1.536, O95 1.431, H102 1.097, H103 1.097
89 C -1.48176 -0.97626 -11.09907  C88 1.536, C90 1.524, F93 1.361, F94 1.371
90 C -0.74721 -1.40941 -9.83585  C89 1.524, F91 1.351, F92 1.361, H104 1.094
91 F -1.00942 -0.60564 -8.78177  C90 1.351
92 F 0.59992 -1.35927 -10.02439  C90 1.361
93 F -1.06459 0.24795 -11.52194  C89 1.361
94 F -1.14868 -1.84594 -12.10508  C89 1.371
95 O -3.62745 0.28514 -10.69804  C88 1.431, C96 1.427
96 C -3.66542 0.63903 -9.31648  O95 1.427, C97 1.534, F100 1.355, F101 1.361
97 C -2.81311 1.87211 -8.99151  C96 1.534, F98 1.359, F99 1.359, H105 1.093
98 F -1.51587 1.69663 -9.35548  C97 1.359
99 F -2.80790 2.12574 -7.65602  C97 1.359
100 F -3.33829 -0.44455 -8.57208  C96 1.355
101 F -4.97187 0.90020 -9.03717  C96 1.361
102 H -3.39547 -1.23204 -11.98724  C88 1.097
103 H -3.39028 -1.77360 -10.34133  C88 1.097
104 H -1.00312 -2.43682 -9.56100  C90 1.094
105 H -3.18963 2.75802 -9.50906  C97 1.093
106 C 1.30265 0.03611 11.87347  C107 1.536, O113 1.431, H120 1.097, H121 1.097
107 C 2.66460 0.67903 11.56934  C106 1.536, C108 1.524, F111 1.361, F112 1.371
108 C 3.00502 0.79867 10.08856  C107 1.524, F109 1.351, F110 1.361, H122 1.094
109 F 3.05324 -0.40105 9.46869  C108 1.351
110 F 4.23420 1.35973 9.92372  C108 1.361
111 F 3.63377 0.00888 12.24990  C107 1.361
112 F 2.64446 1.94068 12.10522  C107 1.371
113 O 1.31641 -1.36013 12.18590  C106 1.431, C114 1.427
114 C 1.32713 -2.23784 11.06123  O113 1.427, C115 1.534, F118 1.355, F119 1.361
115 C 2.62037 -3.05538 10.95316  C114 1.534, F116 1.359, F117 1.359, H123 1.093
116 F 3.71656 -2.25547 10.88545  C115 1.359
117 F 2.62698 -3.81472 9.82566  C115 1.359
118 F 1.05252 -1.52680 9.94128  C114 1.355
119 F 0.26958 -3.07683 11.23652  C114 1.361
120 H 0.93286 0.51224 12.78992  C106 1.097
121 H 0.54619 0.27886 11.11708  C106 1.097
122 H 2.28174 1.43087 9.56530  C108 1.094
123 H 2.74072 -3.71685 11.81481  C115 1.093
124 C 5.73967 -0.06742 -11.56840  C125 1.536, O131 1.431, H138 1.097, H139 1.097
125 C 5.96917 1.35552 -11.03612  C124 1.536, C126 1.524, F129 1.361, F130 1.371
126 C 6.68252 1.43388 -9.69154  C125 1.524, F127 1.351, F128 1.361, H140 1.094
127 F 6.00017 0.81153 -8.70515  C126 1.351
128 F 6.82032 2.72948 -9.29750  C126 1.361
129 F 4.77982 2.01596 -11.00738  C125 1.361
130 F 6.73376 2.01523 -11.96322  C125 1.371
131 O 4.45201 -0.63832 -11.31681  C124 1.431, C132 1.427
132 C 4.29005 -1.23848 -10.03269  O131 1.427, C133 1.534, F136 1.355, F137 1.361
133 C 3.26365 -0.50900 -9.15697  C132 1.534, F134 1.359, F135 1.359, H141 1.093
134 F 3.59005 0.79840 -8.98306  C133 1.359
135 F 3.20019 -1.05896 -7.91544  C133 1.359
136 F 5.50366 -1.35719 -9.44251  C132 1.355
137 F 3.86674 -2.51041 -10.26944  C132 1.361
138 H 5.79482 -0.00192 -12.66201  C124 1.097
139 H 6.55162 -0.75291 -11.29613  C124 1.097
140 H 7.68453 0.99874 -9.74839  C126 1.094
141 H 2.26671 -0.54919 -9.60304  C133 1.093

Atom charges from the Löwdin analysis, given in e for atoms 1 to 2: -0.16 -0.26